Molecular formula: C4H4O
Method: DFT, wB97M-V/def2-TZVPD

Last column: Löwdin charge in e.
CARTESIAN COORDINATES (ANGSTROEM)
C: -1.699 0.301 -0.679  -0.01
C: -0.460 -0.120 -0.772  -0.14
C: 0.761 -0.492 -0.659  -0.02
C: 1.655 -0.570 0.326  -0.19
O: 1.635 0.344 1.319  0.03
H: -1.855 1.248 -0.166  0.06
H: -2.564 -0.253 -1.019  0.05
H: 2.466 -1.282 0.441  0.12
H: 0.783 0.805 1.219  0.11

The frontier orbital gap comes out at 8.884 eV. As for the energy relative to the best compared isomer or geometry (same formula, charge and spin): 257.6 kJ/mol. The HOMO energy comes out at -0.3130 Eh. The SMILES is C=C=C=CO.